Formula: C3H9NO2S
Source: OMol25
Level of theory: wB97M-V/def2-TZVPD

Results
SMILES	N[C@@H](C=O)CS.O
HOMO energy	-9.41	eV
energy above the lowest of the compared OMol25 structures with the same formula, charge and spin	56.9	kcal per mole

```
16
Properties=species:S:1:pos:R:3:forces:R:3:mulliken_charge:R:1
H -1.69974 -2.23692 -2.32845 -0.42 0.31 1.06 0.22
H -0.19896 0.57013 -2.05566 -0.02 -0.10 -0.14 0.25
O -3.25824 -1.58534 -1.23196 -0.17 0.26 0.94 -0.42
S 2.00962 -1.18503 -0.63953 -0.80 -0.56 0.31 -0.17
H 1.88788 4.99297 5.10781 0.25 -0.13 -0.03 0.32
O 2.69858 4.46494 5.10778 -0.27 0.24 -0.04 -0.64
C -0.90766 -0.91729 -0.76993 1.72 0.07 0.72 0.43
H 0.40268 -1.97924 -2.17747 -0.35 -0.64 0.18 0.46
H 0.12452 -2.69518 -0.48113 0.38 -0.84 -0.29 0.38
H -1.79884 0.57118 -1.73428 0.15 0.69 -0.06 0.26
H 2.52255 3.75947 5.73430 0.02 -0.10 0.07 0.32
H 1.72581 0.03774 -1.04613 0.08 0.58 -0.11 0.11
H -0.88345 -0.75850 0.31478 -0.63 -0.60 -0.05 0.21
C 0.33323 -1.83993 -1.09849 -0.14 2.14 0.16 -0.99
N -0.87987 0.46467 -1.31241 -0.45 -0.85 -0.46 -0.60
C -2.07810 -1.66365 -1.38921 0.64 -0.47 -2.26 -0.15
```
Forces are in eV/Å.